# 1
Entry from the OMol25 dataset: a structure of composition C3H8ClNO3S2 at a distorted geometry (ωB97M-V with the def2-TZVPD basis set).

Computed properties:
Kohn-Sham gap = 0.3960 Ha
E = -45062.209 eV
Net charge = 0
Spin multiplicity = 1
LUMO energy = 0.59 eV

Each line ends with the Mulliken charge.
Geometry (Å):
C 1.95 1.13 -0.36  -0.93
C 1.35 -1.23 1.33  -1.03
C -2.77 0.54 -0.90  -0.48
N -0.19 -0.58 -1.05  -0.49
O 2.15 -1.23 -1.22  -0.69
O -0.84 1.13 0.84  -0.59
O -1.87 -1.16 0.82  -0.63
S 1.21 -0.54 -0.40  1.12
S -1.36 0.02 0.14  1.08
Cl -4.15 -0.27 -0.26  -0.13
H 1.20 1.91 -0.78  0.28
H 1.97 1.21 0.64  0.35
H 2.91 1.12 -0.88  0.36
H 2.16 -1.81 1.53  0.42
H 1.28 -0.31 2.06  0.36
H 0.37 -1.67 1.36  0.35
H -2.99 1.56 -0.88  0.35
H -2.39 0.16 -1.97  0.30

=====

# 2
Entry from the OMol25 dataset: a cluster of 2 separate species, C3H8ClO in total (ωB97M-V with the def2-TZVPD basis set).

Computed properties:
Kohn-Sham gap = 0.2601 Ha
E = -17812.067 eV
Net charge = -1
Spin multiplicity = 1
LUMO energy = 3.51 eV

Each line ends with the Mulliken charge.
Geometry (Å):
O 0.67 -0.58 1.16  -0.36
C -0.46 0.16 1.60  -0.68
C 0.02 -0.94 -1.19  -1.04
C 0.99 -0.32 -0.20  -0.24
H -0.55 -0.01 2.69  0.23
H -1.39 -0.17 1.12  0.26
H -0.32 1.24 1.42  0.32
H -0.98 -0.50 -1.11  0.30
H 0.39 -0.79 -2.21  0.34
H -0.06 -2.03 -1.00  0.28
H 1.06 0.78 -0.36  0.34
H 2.01 -0.74 -0.34  0.25
Cl -1.39 3.90 -1.60  -0.99

=====

# 3
Entry from the OMol25 dataset: a structure of composition C3H8ClO4P at a distorted geometry (ωB97M-V with the def2-TZVPD basis set).

Computed properties:
Kohn-Sham gap (alpha / beta) = 0.2971 / 0.2970 Ha
E = -33238.950 eV
Net charge = 0
Energy relative to the best compared isomer or geometry (same formula, charge and spin) = 69.4 kcal/mol
Spin multiplicity = 1
LUMO energy (alpha / beta) = -2.05 / -2.05 eV

Each line ends with the Mulliken charge.
Geometry (Å):
C 1.41 1.23 0.53  -0.71
C 0.75 -0.94 -2.02  -0.75
C -0.84 -1.00 1.46  0.15
O -2.02 0.12 -0.86  -0.72
O -1.51 1.18 1.70  -0.67
O 0.16 1.29 -0.20  -0.32
O 0.25 -1.15 -0.73  -0.36
P -0.81 0.03 -0.07  1.01
Cl -2.19 -1.90 1.62  0.02
H 0.96 1.61 1.49  0.27
H 2.02 1.84 -0.17  0.26
H 1.63 0.18 0.57  0.36
H 1.28 -0.02 -2.15  0.29
H 0.06 -1.14 -2.72  0.34
H 1.55 -1.74 -2.22  0.23
H -0.31 -0.80 2.33  0.32
H -2.39 1.20 1.46  0.28

=====

# 4
Entry from the OMol25 dataset: a cluster of 2 separate species, C3H8F2NO in total at a distorted geometry (ωB97M-V with the def2-TZVPD basis set).

Computed properties:
Kohn-Sham gap = 0.4320 Ha
E = -12204.922 eV
Net charge = +1
Energy relative to the best compared isomer or geometry (same formula, charge and spin) = 26.1 kcal/mol
Spin multiplicity = 1
LUMO energy = -5.14 eV

Each line ends with the Mulliken charge.
Geometry (Å):
C -0.91 0.50 1.33  -1.00
C -0.70 1.07 -0.97  -0.07
C 0.94 -0.55 0.15  0.10
N -0.27 0.43 0.06  0.14
O 1.78 -0.20 1.20  -0.43
F -0.56 -1.60 -1.75  -0.39
F 1.55 -0.44 -1.16  -0.28
H -1.42 1.34 1.57  0.43
H -1.55 -0.45 1.40  0.34
H -0.27 0.40 2.16  0.37
H -1.30 1.92 -0.92  0.32
H -0.08 1.02 -1.83  0.26
H -0.26 -2.23 -2.39  0.40
H 0.51 -1.53 0.26  0.43
H 2.53 0.32 0.89  0.37